Entry 1:
Molecular formula: C5H11IN
Method: DFT, ωB97M-V/def2-TZVPD

```
18
Properties=species:S:1:pos:R:3
C 1.8571 -0.2394 -0.1006
C 0.7357 0.3153 -0.9109
C 0.6970 -0.9644 0.6700
C -1.7079 -0.5104 -0.3799
C -0.6554 1.8397 1.6260
N -0.2622 -0.1697 0.0388
I -0.0646 1.0938 3.3647
H 2.5972 -0.8811 -0.5830
H 2.3802 0.3184 0.6794
H 0.7048 1.2845 -1.2908
H 0.6128 -0.2253 -1.8108
H 0.5625 -2.0507 0.5677
H 0.6753 -0.9691 1.7874
H -2.0679 0.1758 -1.1436
H -1.6381 -1.4956 -0.7265
H -2.4621 -0.3531 0.4573
H -0.0746 2.6929 1.1566
H -1.6880 1.6449 1.2597
```

The HOMO energy (alpha / beta) is -13.29 / -13.22 eV. As for the multiplicity: 1. As for the LUMO energy (alpha / beta): -5.983 / -6.036 eV. As for the gap between HOMO and LUMO (alpha / beta): 7.31 / 7.18 eV. As for the total charge: +1.

---

Entry 2:
Molecular formula: C7H14BrN4O2
Method: DFT, ωB97M-V/def2-TZVPD

```
28
Properties=species:S:1:pos:R:3
O 6.6477 0.9182 1.2618
C 5.7769 0.9929 0.2497
Br 5.9059 -0.0341 -1.4699
C 4.5048 2.0236 0.4285
N 3.3582 1.3548 1.2128
C 2.0518 1.3212 0.7833
N 0.9802 0.6788 1.6359
C -0.2338 0.9629 0.7285
N 0.2029 1.6830 -0.5421
N 1.5723 1.8978 -0.5342
H 4.1568 2.4642 -0.6028
H 4.8049 2.9680 1.0937
H 3.6221 0.9096 2.1259
H -1.3448 0.6647 0.9521
H -0.3668 1.9957 -1.3599
H 2.0980 2.3646 -1.3119
C -4.8266 -1.8600 0.1748
C -3.6246 -1.4318 -0.6519
C -2.8254 -2.6330 -1.1313
O -2.7859 -0.5900 0.1350
H -4.5116 -2.4100 1.0686
H -5.3854 -0.9848 0.5233
H -5.4999 -2.4964 -0.4077
H -3.9608 -0.8456 -1.5141
H -2.4394 -3.2104 -0.2837
H -1.9566 -2.3092 -1.7144
H -3.4386 -3.2926 -1.7530
H -2.4826 -1.1022 0.9029
```

The HOMO energy is -13.30 eV. As for the multiplicity: 1. As for the LUMO energy: -4.076 eV. As for the gap between HOMO and LUMO: 9.22 eV. As for the total charge: +1.

---

Entry 3:
Molecular formula: C17H21N6O2RhSe
Method: DFT, ωB97M-V/def2-TZVPD

```
48
Properties=species:S:1:pos:R:3
Rh -0.0609 0.2269 0.0232
O -2.4169 -2.4974 1.5716
C -1.8991 -1.6452 0.9236
O -0.6584 -1.1950 1.1487
C -2.5631 -0.9556 -0.2346
C -3.8320 -1.2523 -0.6819
C -4.3327 -0.5385 -1.7626
C -3.5526 0.4499 -2.3529
C -2.2884 0.7019 -1.8557
N -1.8186 -0.0046 -0.8193
H -4.3896 -2.0298 -0.1766
H -5.3244 -0.7471 -2.1413
H -3.9160 1.0238 -3.1935
H -1.6403 1.4600 -2.2775
C 2.0293 3.1044 2.7251
N 1.0899 2.0093 2.4419
C 1.6634 0.8368 1.8434
C -0.2267 2.2643 2.2099
N -0.8097 1.6965 1.1439
N -0.8821 3.0965 3.0133
C -0.4732 3.3478 4.3998
C -2.1986 3.6102 2.6432
H 2.5684 3.3754 1.8143
H 2.7441 2.7951 3.4853
H 1.4959 3.9789 3.0782
H 2.6917 0.7116 2.1763
H 1.7616 0.9329 0.7153
H 1.1247 -0.0670 2.1389
H -1.8156 1.8041 1.1356
H 0.3150 2.6623 4.6927
H -1.3384 3.1820 5.0404
H -0.1388 4.3765 4.5325
H -2.9910 2.9070 2.9125
H -2.2396 3.8356 1.5789
H -2.3687 4.5374 3.1844
Se -0.1286 -1.7726 -2.7478
N 0.8118 -1.1016 -1.3450
C 1.8795 -1.8913 -1.1660
C 2.8991 -1.7570 -0.1861
C 3.9285 -2.6434 -0.1877
C 4.0282 -3.7129 -1.1361
C 3.0905 -3.8795 -2.0924
C 1.9891 -2.9659 -2.1340
N 1.0308 -3.0373 -3.0339
H 2.8701 -0.9600 0.5377
H 4.7127 -2.5381 0.5507
H 4.8746 -4.3828 -1.0794
H 3.1345 -4.6739 -2.8239
```

The HOMO energy is -14.80 eV. As for the multiplicity: 1. As for the LUMO energy: -7.998 eV. As for the gap between HOMO and LUMO: 6.80 eV. As for the total charge: +2.

---

Entry 4:
Molecular formula: C3H5LiNaO3
Method: DFT, ωB97M-V/def2-TZVPD

```
13
Properties=species:S:1:pos:R:3
O -0.7510 -1.0402 -0.2887
C 0.5861 -0.6335 -0.4362
C -1.5448 0.1331 -0.3258
O 1.4551 -1.4779 0.0169
O 0.6142 0.6168 0.2988
C -0.6939 1.1479 0.4473
Li 3.0919 -2.1542 -0.1101
H -2.5094 -0.0752 0.1499
H -1.7024 0.4586 -1.3672
H -0.9542 1.1897 1.5144
H -0.7052 2.1615 0.0253
Na 2.3868 0.0458 1.6770
H 0.7269 -0.3724 -1.6015
```

The HOMO energy (alpha / beta) is -4.16 / -9.52 eV. As for the multiplicity: 2. As for the LUMO energy (alpha / beta): -0.272 / 0.130 eV. As for the gap between HOMO and LUMO (alpha / beta): 3.89 / 9.65 eV.

---

Question: Which formula does entry 2 have?
Answer: C7H14BrN4O2

---

Repeat the fourth record exactly.
Molecular formula: C3H5LiNaO3
Method: DFT, ωB97M-V/def2-TZVPD

```
13
Properties=species:S:1:pos:R:3
O -0.7510 -1.0402 -0.2887
C 0.5861 -0.6335 -0.4362
C -1.5448 0.1331 -0.3258
O 1.4551 -1.4779 0.0169
O 0.6142 0.6168 0.2988
C -0.6939 1.1479 0.4473
Li 3.0919 -2.1542 -0.1101
H -2.5094 -0.0752 0.1499
H -1.7024 0.4586 -1.3672
H -0.9542 1.1897 1.5144
H -0.7052 2.1615 0.0253
Na 2.3868 0.0458 1.6770
H 0.7269 -0.3724 -1.6015
```

The HOMO energy (alpha / beta) is -4.16 / -9.52 eV. As for the multiplicity: 2. As for the LUMO energy (alpha / beta): -0.272 / 0.130 eV. As for the gap between HOMO and LUMO (alpha / beta): 3.89 / 9.65 eV.

---

Question: What is the multiplicity in the second record?
Answer: 1

---

Question: Among the records above, which one has the highest multiplicity?
Answer: C3H5LiNaO3